[1]
Computed, not measured: a cluster of 15 separate species, C48H126O15 in total at a distorted geometry, with ωB97M-V/def2-TZVPD.

The geometry in XYZ format:
```
189
C48H126O15 ωB97M-V/def2-TZVPD
C -4.6126 -2.8615 -1.2450
C -5.1375 -3.1606 -2.6287
O -4.4993 -2.3598 -3.6081
C -5.0298 -2.5909 -4.8960
C -4.2239 -1.7936 -5.9283
H -5.0326 -3.5623 -0.5234
H -3.5312 -2.9097 -1.1177
H -4.8914 -1.8975 -0.8194
H -4.8947 -4.1754 -2.9438
H -6.2188 -3.0588 -2.7212
H -4.8926 -3.6133 -5.2479
H -6.0779 -2.3038 -4.9814
H -4.1666 -0.7296 -5.6986
H -4.6794 -1.8892 -6.9140
H -3.1933 -2.1266 -6.0508
C -3.0713 1.9641 -5.1126
C -1.9226 0.9040 -5.0095
O -1.5533 0.5781 -6.3145
C -0.3416 -0.1014 -6.4402
C -0.1542 -0.2283 -7.9416
H -3.4801 2.2823 -4.1536
H -2.7852 2.9105 -5.5716
H -3.9106 1.5978 -5.7038
H -1.0698 1.3323 -4.4828
H -2.2549 0.0686 -4.3932
H 0.4610 0.4565 -5.9579
H -0.2758 -1.0802 -5.9652
H -0.2733 0.7412 -8.4253
H -0.9177 -0.8578 -8.3987
H 0.8201 -0.5940 -8.2656
C 3.8190 -5.3561 4.1232
C 2.7302 -4.3907 3.5959
O 2.6122 -3.2690 4.4740
C 1.4894 -2.5385 4.1676
C 1.3517 -1.3319 5.1440
H 4.7562 -4.8234 4.2843
H 3.5783 -5.8113 5.0839
H 4.0497 -6.1994 3.4723
H 2.9363 -4.0458 2.5827
H 1.8011 -4.9599 3.5668
H 1.5432 -2.1887 3.1367
H 0.6201 -3.1933 4.2286
H 2.2102 -0.6917 5.3473
H 0.8820 -1.6524 6.0739
H 0.6360 -0.6706 4.6556
C -0.1692 0.9033 2.1376
C 0.1481 1.3130 0.6665
O -0.5086 0.3490 -0.1094
C -0.4206 0.4688 -1.5029
C -0.9545 -0.8650 -2.0190
H 0.3087 1.6712 2.7460
H -1.2229 0.8104 2.4006
H 0.3212 -0.0137 2.4644
H -0.2682 2.2973 0.4520
H 1.2211 1.3052 0.4751
H -0.9632 1.3269 -1.8996
H 0.6022 0.6025 -1.8552
H -0.7884 -0.9115 -3.0952
H -2.0207 -0.9171 -1.7987
H -0.4460 -1.6953 -1.5288
C 7.2788 -1.5219 2.6079
C 7.0763 -0.1680 3.2259
O 5.7608 0.3425 3.0931
C 5.3019 0.6919 1.7975
C 3.9199 1.3210 1.9183
H 7.0654 -1.4547 1.5411
H 8.2853 -1.9121 2.7589
H 6.6253 -2.2894 3.0224
H 7.2555 -0.2119 4.3002
H 7.8544 0.4684 2.8042
H 6.0069 1.3351 1.2709
H 5.2486 -0.2565 1.2628
H 3.5665 1.5779 0.9197
H 3.9274 2.2481 2.4915
H 3.1893 0.7573 2.4986
C -0.6655 -6.7398 -1.2810
C -1.1771 -5.3426 -1.5911
O -0.7252 -4.9415 -2.8668
C -1.6299 -4.2848 -3.7158
C -0.8977 -3.9875 -4.9907
H -1.2014 -7.3890 -1.9735
H 0.4162 -6.8119 -1.3946
H -0.8595 -7.0398 -0.2512
H -2.2508 -5.3258 -1.4043
H -0.7923 -4.6400 -0.8519
H -2.5690 -4.8203 -3.8552
H -1.8916 -3.2885 -3.3593
H -0.4532 -4.8982 -5.3920
H -0.0548 -3.3169 -4.8237
H -1.5513 -3.5629 -5.7527
C -3.2014 5.8606 -4.3555
C -2.9541 5.6473 -2.8985
O -3.3593 4.3819 -2.4754
C -2.8402 3.8978 -1.2556
C -3.4703 2.4987 -1.0908
H -4.2289 5.5864 -4.5945
H -3.0810 6.8740 -4.7386
H -2.5933 5.1415 -4.9043
H -1.8894 5.8342 -2.7591
H -3.4872 6.3944 -2.3105
H -1.7506 3.8707 -1.2620
H -3.2067 4.4464 -0.3880
H -4.5565 2.5667 -1.0304
H -3.0741 2.0563 -0.1768
H -3.2641 1.7756 -1.8799
C 3.7978 -0.0860 -2.5817
C 5.2770 -0.0853 -2.2096
O 5.6766 1.1998 -1.6748
C 7.0947 1.3366 -1.6756
C 7.3740 2.7156 -1.1395
H 3.6735 0.5603 -3.4505
H 3.5829 -1.0767 -2.9820
H 3.1441 0.2597 -1.7809
H 5.4380 -0.8561 -1.4559
H 5.8549 -0.1678 -3.1301
H 7.5553 0.5792 -1.0414
H 7.4704 1.2592 -2.6958
H 6.9681 3.4007 -1.8838
H 8.4527 2.8676 -1.1022
H 6.9345 2.8788 -0.1554
C -4.0900 0.2108 2.2342
C -4.3450 -1.0609 2.9490
O -5.1042 -0.8232 4.1135
C -5.5564 -1.9838 4.7785
C -6.0115 -1.6279 6.1874
H -3.4963 0.0445 1.3354
H -5.0235 0.6865 1.9335
H -3.6216 0.9352 2.9005
H -4.9206 -1.7038 2.2832
H -3.4552 -1.6011 3.2725
H -6.4347 -2.3688 4.2605
H -4.8304 -2.7961 4.8131
H -6.3084 -2.5483 6.6903
H -6.8614 -0.9533 6.0839
H -5.2163 -1.0885 6.7020
C 2.1070 4.4005 3.4078
C 1.8942 5.0929 2.0270
O 0.5833 4.8739 1.4638
H 1.2597 4.7357 4.0060
H 3.0337 4.6205 3.9378
H 2.0404 3.3228 3.2589
H 2.6002 4.6848 1.3037
H 2.0876 6.1589 2.1472
H 0.6240 5.0775 0.5265
C 0.6241 1.9429 7.4115
C -0.0411 2.9192 6.4908
O -0.9631 2.3349 5.5982
H -0.1122 1.5753 8.1263
H 1.3213 2.4342 8.0901
H 1.0669 1.0592 6.9520
H 0.6152 3.6060 5.9564
H -0.5308 3.6206 7.1664
H -1.0309 2.9270 4.8456
C 2.7440 3.8015 -2.4202
C 1.2685 4.1063 -2.3619
O 1.0232 4.9553 -1.2716
H 3.0528 3.2150 -3.2855
H 3.0281 3.2336 -1.5343
H 3.3429 4.7103 -2.4789
H 0.5985 3.2538 -2.2500
H 0.9646 4.4799 -3.3397
H 0.9813 5.8628 -1.5821
C -2.9965 5.1879 2.2750
C -2.4810 3.8033 2.6962
O -1.3157 3.9276 3.4870
H -3.1610 5.7256 3.2087
H -3.9256 4.9853 1.7422
H -2.3112 5.6776 1.5831
H -2.1772 3.2049 1.8372
H -3.2989 3.3148 3.2257
H -0.5741 4.0954 2.9010
C -1.1278 -2.7612 1.5575
C -1.9726 -3.9472 2.0517
O -3.0859 -4.0735 1.2147
H -0.6790 -2.9145 0.5761
H -0.3438 -2.5417 2.2823
H -1.7652 -1.8778 1.5193
H -2.2863 -3.8308 3.0891
H -1.5135 -4.9345 2.0009
H -3.7903 -4.5020 1.7064
C 2.6947 -2.2842 -0.1345
C 3.7672 -3.3681 -0.1857
O 3.2795 -4.6874 -0.4750
H 3.0805 -1.2796 0.0388
H 2.0579 -2.5198 0.7182
H 2.0081 -2.2890 -0.9812
H 4.3583 -3.3248 0.7291
H 4.4030 -3.0747 -1.0211
H 2.8088 -4.6584 -1.3111
```

Results
E_tot: -82516.873 eV
charge: +1
gap between HOMO and LUMO (spin up / spin down): 8.131 / 1.837 eV
highest occupied orbital energy (spin up / spin down): -10.43 / -10.43 eV
2S+1: 2
⟨S²⟩: 0.755



[2]
Computed, not measured: a cluster of 2 separate species, C2H6NO3 in total at a distorted geometry, with ωB97M-V/def2-TZVPD.

The geometry in XYZ format:
```
12
C2H6NO3 ωB97M-V/def2-TZVPD
C 1.0509 -1.0309 0.3612
N 0.3471 0.2008 0.1312
C -0.7520 0.5735 1.1388
O -0.6682 1.7639 1.4888
O -1.5544 -0.3303 1.3696
H 1.9751 -0.9897 -0.2352
H 0.4737 -1.8754 -0.0253
H 1.4379 -1.2629 1.3723
H 0.9324 0.9858 -0.0421
H -0.5976 0.0927 -1.7353
H -1.4914 1.1897 -1.5421
O -1.1535 0.6827 -2.2818
```

Results
E_tot: -9805.733 eV
relative energy (zero: lowest compared OMol25 entry of this formula, charge and spin): 45.1 kJ/mol
charge: -1
gap between HOMO and LUMO: 8.467 eV
highest occupied orbital energy: -4.31 eV



[3]
Computed, not measured: a cluster of 16 separate species, C34H89BrF10N2O19P in total, with ωB97M-V/def2-TZVPD.

The geometry in XYZ format:
```
156
C34H89BrF10N2O19P ωB97M-V/def2-TZVPD
C 2.2461 4.7559 0.0531
C 1.1621 4.0587 -0.7749
C 0.1657 3.3321 0.1019
O -1.0178 2.9050 -0.6211
C -0.9072 1.6609 -1.2093
N -1.6492 1.6949 -2.5117
C -3.1523 1.8842 -2.4375
C -3.4006 3.3814 -2.6122
C -4.8147 3.8729 -2.8620
F -4.6943 5.2179 -3.2152
C -3.7037 1.1221 -1.1944
C -4.1078 2.0164 -0.0019
C -5.5892 2.0024 0.4100
N -5.8986 0.7940 1.1760
C -5.8216 0.9880 2.6387
C -7.1088 1.5164 3.2601
C -7.0691 0.1192 0.7479
C -7.1679 -1.3179 1.1759
O -7.8944 0.6577 0.0458
P -5.1584 -0.0044 -1.7499
O -5.6877 1.0211 -2.9106
Br -3.9839 -1.4889 -2.9485
O -2.7690 0.1212 -0.7693
C -1.4957 0.5213 -0.3595
C -0.6472 -0.7525 -0.4844
F -1.3405 -1.8033 -0.0310
F -0.3633 -0.9765 -1.8008
C 0.7037 -0.7308 0.2906
F 1.5787 0.0307 -0.4052
F 0.4894 -0.1434 1.4823
C 1.3921 -2.0931 0.5839
F 0.6994 -2.7547 1.5094
F 2.6057 -1.7792 1.0754
C 1.6376 -3.0512 -0.6135
F 2.3828 -4.0656 -0.2022
F 2.2587 -2.4127 -1.5983
F 0.4815 -3.5370 -1.0711
H 1.8412 5.1892 0.9731
H 2.6841 5.5740 -0.5241
H 3.0631 4.0823 0.3267
H 1.6381 3.3650 -1.4789
H 0.6382 4.7962 -1.3826
H -0.1981 3.9795 0.9030
H 0.6300 2.4648 0.5890
H 0.1333 1.4251 -1.4529
H -1.4885 0.8092 -3.0075
H -1.2633 2.4621 -3.0789
H -3.5146 1.3862 -3.3340
H -2.8152 3.6664 -3.4936
H -2.9777 3.9327 -1.7673
H -5.4507 3.8313 -1.9742
H -5.2924 3.3508 -3.6882
H -3.7988 3.0501 -0.1644
H -3.5531 1.6614 0.8738
H -6.2723 2.0883 -0.4377
H -5.7624 2.9001 1.0170
H -4.9966 1.6840 2.8231
H -5.5239 0.0426 3.1057
H -6.9353 1.8878 4.2707
H -7.8523 0.7186 3.3348
H -7.5474 2.2984 2.6313
H -7.1586 -1.9340 0.2724
H -8.1025 -1.4892 1.7140
H -6.3259 -1.6178 1.8009
H -6.5603 0.7385 -3.2254
H -1.4947 0.8552 0.6851
C -3.5861 -5.4988 -0.4255
O -3.8358 -4.1502 -0.8088
H -4.5398 -5.9161 -0.1110
H -3.2080 -6.0943 -1.2627
H -2.8813 -5.5676 0.4057
H -3.0059 -3.7553 -1.0926
C 0.4411 -6.3666 2.3145
O -0.4736 -5.4591 1.7092
H -0.0319 -6.7494 3.2146
H 0.6720 -7.2080 1.6571
H 1.3702 -5.8596 2.5956
H -0.0670 -5.1187 0.9080
C 1.2272 -6.4581 6.1628
O 1.4128 -7.8601 6.1452
H 0.2821 -6.2541 5.6621
H 1.1748 -6.0603 7.1803
H 2.0333 -5.9503 5.6223
H 2.2521 -8.0626 6.5810
C -2.2622 -0.5463 -6.3480
O -1.9388 0.4458 -5.3541
H -3.3330 -0.4815 -6.5163
H -1.7472 -0.3512 -7.2851
H -2.0197 -1.5473 -5.9873
H -0.9835 0.4095 -5.2303
C 3.9989 8.1135 -2.7248
O 2.9373 7.7401 -1.8367
H 4.1780 7.2654 -3.3812
H 3.7053 8.9749 -3.3312
H 4.9174 8.3419 -2.1863
H 2.7766 8.4833 -1.2485
C -7.0319 -1.2148 6.2799
O -8.0052 -0.3822 5.6611
H -6.2496 -1.3878 5.5432
H -6.5857 -0.7382 7.1562
H -7.4488 -2.1806 6.5744
H -8.7079 -0.2202 6.2976
C -0.4104 5.7705 -4.3999
O -0.6919 4.6981 -3.4912
H 0.1101 5.3347 -5.2483
H -1.3288 6.2440 -4.7499
H 0.2348 6.5174 -3.9348
H -1.1441 5.0744 -2.7290
C 8.0988 7.4039 -1.3185
O 7.1768 8.1153 -2.1426
H 7.5933 7.1968 -0.3770
H 8.4072 6.4587 -1.7649
H 8.9876 8.0074 -1.1221
H 7.6328 8.3166 -2.9650
C 3.5470 -10.5265 7.0539
O 3.7434 -9.3859 7.8791
H 2.4784 -10.5834 6.8549
H 4.0731 -10.4203 6.1011
H 3.8607 -11.4604 7.5268
H 4.6865 -9.3026 8.0658
C -1.5890 -6.6361 -4.1871
O -2.5267 -5.8017 -4.8530
H -0.6748 -6.6170 -4.7760
H -1.3622 -6.2739 -3.1794
H -1.9373 -7.6696 -4.1201
H -3.3465 -5.8098 -4.3495
C 6.2036 -6.7464 8.5540
O 6.5174 -8.1305 8.6515
H 5.2623 -6.6769 8.0130
H 6.0779 -6.2901 9.5386
H 6.9707 -6.1978 8.0015
H 7.3461 -8.2272 9.1287
C 4.8739 -5.5342 4.5128
O 4.3744 -6.8593 4.4290
H 5.7284 -5.5617 5.1855
H 5.2100 -5.1601 3.5414
H 4.1326 -4.8404 4.9222
H 3.6135 -6.8635 3.8407
C 9.0946 11.5453 -3.1328
O 8.9188 10.5590 -2.1250
H 9.7758 11.1259 -3.8699
H 8.1520 11.7930 -3.6289
H 9.5371 12.4627 -2.7367
H 8.3124 10.9024 -1.4628
C -3.8113 -1.5161 -9.7297
O -2.4971 -0.9974 -9.5474
H -4.5001 -0.6890 -9.5734
H -3.9574 -1.9031 -10.7401
H -4.0409 -2.3066 -9.0101
H -1.8734 -1.7144 -9.6973
C 10.2961 4.5493 0.7097
O 10.1110 4.8370 -0.6701
H 10.4603 5.5010 1.2096
H 9.4155 4.0720 1.1486
H 11.1675 3.9124 0.8801
H 9.9695 4.0067 -1.1339
```

Results
E_tot: -185079.108 eV
charge: +1
gap between HOMO and LUMO: 9.093 eV
highest occupied orbital energy: -11.13 eV



> Which of these has the lowest E_tot?

C34H89BrF10N2O19P



> Among the records above, which one has the lowest E_tot?

C34H89BrF10N2O19P



> Which formula does entry 3 have?

C34H89BrF10N2O19P